One molecule with the formula C5H10S2 in a non-equilibrium geometry. Source: the Open Molecules 2025 dataset; level of theory: wB97M-V/def2-TZVPD.

Structure (XYZ):
```
17
Properties=species:S:1:pos:R:3:forces:R:3:mulliken_charge:R:1
C -1.02002 1.65531 0.37044 1.9 4.8 -0.2 -0.0387
C -0.11595 2.56959 -0.13337 -1.1 0.2 3.7 -0.7793
C -1.62971 0.54554 -0.35063 -1.0 0.7 1.3 -0.5296
C 0.19456 -1.27018 -0.03078 4.3 -2.8 -0.6 0.2089
C 1.82049 -1.24678 -0.02814 -1.0 0.5 2.1 -1.1484
S -0.49188 -0.28128 -1.30267 1.1 -2.4 -2.5 -0.1483
S -0.36873 -2.91294 0.62416 -0.5 -0.3 -0.5 -0.2553
H -1.57828 2.17741 1.15478 0.0 -1.0 0.4 0.2750
H -0.13659 -0.77228 0.77298 -0.6 2.0 3.2 0.0674
H 0.52429 2.57016 -0.95538 0.7 -0.8 -1.5 0.3627
H 0.12052 3.48126 0.52522 -0.7 -1.4 -1.0 0.2065
H -2.25652 -0.02097 0.37240 0.0 0.0 -1.2 0.3537
H -2.08887 1.11041 -1.13359 -1.8 -0.1 -0.3 0.2826
H 2.34666 -1.62180 0.92138 -1.5 0.3 -1.0 0.3227
H 2.11089 -0.18074 -0.06690 0.1 -0.6 -0.7 0.3317
H 2.19385 -1.91094 -0.77890 0.3 0.2 -0.9 0.3671
H 0.37528 -3.89175 0.03899 -0.1 0.8 -0.2 0.1213
```
Forces are in eV/Å.

Orbital gap ... 9.5 eV
Total charge ... 0
Energy relative to the best compared isomer or geometry (same formula, charge and spin) ... 55.5 kcal/mol
SMILES string ... C=CCS[C@H](C)S
Strongest force on any atom ... 5.16 eV Å⁻¹